Entry 1:
ORCA calculation (ωB97M-V/def2-TZVPD) on a 2-piece molecular cluster, C2H2O4S overall in a non-equilibrium geometry.

```
9
Properties=species:S:1:pos:R:3
C -0.053 -0.728 0.111
C -0.490 0.786 0.272
O -0.409 -1.415 -0.798
O 3.268 -0.156 -0.967
O -0.145 1.445 1.242
O 1.260 1.003 -1.072
S 2.598 1.024 -1.433
H 0.521 -1.164 0.958
H -0.883 1.205 -0.621
```

Computed properties:
2S+1 = 3
LUMO (spin up / spin down) = -1.455 / -2.908 eV
total charge = 0

Entry 2:
ORCA calculation (ωB97M-V/def2-TZVPD) on a single C17H31NO5 molecule in a non-equilibrium geometry.

```
54
Properties=species:S:1:pos:R:3
C 3.789 -3.046 0.318
C 2.589 -3.707 0.753
C 1.302 -2.796 0.895
C 0.205 -3.608 1.457
C -0.833 -2.696 1.512
C -1.599 -2.448 0.351
C -2.488 -1.237 0.571
C -3.252 -0.853 -1.069
C -2.281 -0.530 -2.162
O -1.445 0.448 -1.774
C 0.082 0.329 -1.581
O 0.275 -0.791 -1.740
C 0.778 1.436 -1.108
C 1.533 0.889 0.063
C 2.490 1.999 0.626
O 2.315 2.424 1.886
O 3.376 2.603 -0.146
N 0.066 2.610 -0.436
C -0.778 2.628 0.587
C -1.313 4.041 0.911
O -1.783 4.759 0.090
C -0.767 4.806 -1.165
C -0.598 3.348 -1.503
H 4.630 -3.766 0.043
H 4.047 -2.158 0.803
H 3.629 -2.552 -0.610
H 2.807 -4.465 1.780
H 2.301 -4.642 0.014
H 1.786 -1.980 1.726
H 1.119 -2.454 -0.116
H 0.448 -3.936 2.439
H 0.008 -4.381 0.862
H -1.642 -3.226 2.338
H -0.737 -1.939 2.038
H -0.995 -2.363 -0.221
H -2.208 -3.361 -0.019
H -3.486 -1.506 1.194
H -1.976 -0.232 0.879
H -3.967 -1.628 -1.047
H -3.963 0.015 -0.764
H -1.659 -1.287 -2.373
H -3.020 -0.183 -2.958
H 1.402 1.786 -1.748
H 0.827 0.437 0.907
H 2.334 0.173 -0.459
H 3.800 3.317 0.271
H -0.453 1.954 1.418
H -1.833 2.033 0.294
H -1.797 3.996 1.828
H -0.434 4.400 1.344
H -1.368 5.429 -2.117
H 0.101 5.399 -0.770
H 0.130 3.534 -2.415
H -1.492 2.977 -1.899
```

Computed properties:
2S+1 = 1
LUMO = 0.316 eV
total charge = 0
SMILES = CCCCCCCCCOC(=O)[C@H](CC(=O)O)N1CCOCC1

Entry 3:
ORCA calculation (ωB97M-V/def2-TZVPD) on a 2-piece molecular cluster, CHO6S overall in a non-equilibrium geometry.

```
9
Properties=species:S:1:pos:R:3
C -2.420 -1.008 -0.241
O 2.357 2.312 0.406
O -3.224 -0.492 0.614
O 2.664 -0.029 1.232
O 2.828 0.448 -1.217
O -1.074 -0.538 -0.166
O -2.635 -1.969 -0.969
S 2.481 0.885 0.133
H -0.977 0.391 0.207
```

Computed properties:
2S+1 = 3
LUMO (spin up / spin down) = 3.000 / -1.391 eV
total charge = -1

Entry 4:
ORCA calculation (ωB97M-V/def2-TZVPD) on a 11-piece molecular cluster, C37H80F12N11O27S12 overall in a non-equilibrium geometry.

```
179
Properties=species:S:1:pos:R:3
C -9.882 -9.239 -25.059
C -10.302 -10.558 -24.398
O -9.513 -11.247 -23.847
N -11.819 -10.800 -24.284
H -12.244 -10.329 -23.498
H -12.268 -10.441 -25.114
C -12.112 -12.281 -24.248
H -10.543 -9.018 -25.897
H -8.819 -9.212 -25.296
H -10.070 -8.452 -24.328
H -11.424 -12.820 -23.596
H -12.051 -12.652 -25.271
H -13.125 -12.409 -23.868
C -7.191 -7.525 -32.701
C -6.337 -8.827 -32.675
C -6.557 -9.503 -31.273
C -6.342 -11.016 -31.125
C -6.935 -11.772 -32.353
C -6.440 -11.323 -33.692
N -6.758 -9.796 -33.793
O -6.681 -9.396 -35.180
C -7.301 -12.107 -34.744
C -4.930 -11.829 -33.911
C -4.838 -8.341 -32.781
H -8.233 -7.793 -32.525
H -7.164 -7.023 -33.668
H -6.968 -6.762 -31.955
H -7.571 -9.419 -30.881
H -6.128 -8.910 -30.465
H -6.756 -11.530 -30.258
H -5.260 -11.124 -31.052
H -8.022 -11.737 -32.424
H -6.714 -12.789 -32.030
H -8.370 -11.900 -34.691
H -7.216 -13.194 -34.757
H -6.988 -11.788 -35.738
H -4.979 -12.909 -33.771
H -4.430 -11.316 -33.089
H -4.597 -11.572 -34.916
H -4.076 -9.014 -32.386
H -4.731 -7.418 -32.210
H -4.508 -8.003 -33.763
C -15.457 -3.252 -30.368
C -14.019 -2.989 -29.680
C -13.750 -1.453 -29.529
C -14.848 -0.669 -28.697
C -14.829 -1.324 -27.251
C -14.839 -2.841 -27.075
N -14.002 -3.538 -28.252
O -12.986 -4.465 -27.878
C -16.260 -3.405 -27.070
C -14.261 -3.310 -25.713
C -12.951 -3.605 -30.496
H -15.616 -2.988 -31.414
H -16.376 -2.875 -29.919
H -15.562 -4.336 -30.417
H -13.792 -1.033 -30.534
H -12.776 -1.141 -29.151
H -15.871 -0.807 -29.047
H -14.650 0.402 -28.663
H -15.682 -0.949 -26.685
H -13.969 -0.924 -26.713
H -16.924 -3.097 -26.263
H -16.320 -4.493 -27.047
H -16.750 -3.010 -27.960
H -13.219 -3.010 -25.602
H -14.435 -4.383 -25.637
H -14.702 -2.805 -24.853
H -12.907 -3.273 -31.534
H -13.090 -4.681 -30.606
H -11.991 -3.524 -29.986
C -6.928 -17.316 -27.144
C -7.268 -17.543 -25.673
C -5.923 -17.851 -24.936
N -6.029 -18.078 -23.451
C -4.507 -18.173 -22.806
C -6.879 -16.954 -22.724
C -8.237 -17.559 -22.483
C -8.107 -19.133 -22.614
C -6.699 -19.476 -23.061
H -6.310 -16.446 -27.367
H -7.782 -17.264 -27.819
H -6.381 -18.151 -27.582
H -7.988 -18.300 -25.360
H -7.559 -16.600 -25.211
H -5.375 -16.927 -24.750
H -5.395 -18.745 -25.266
H -3.983 -17.313 -23.223
H -3.963 -19.024 -23.214
H -4.594 -18.135 -21.720
H -6.371 -16.883 -21.763
H -6.763 -15.994 -23.227
H -8.712 -17.087 -21.623
H -8.928 -17.290 -23.282
H -8.244 -19.572 -21.626
H -8.737 -19.544 -23.403
H -6.237 -19.960 -22.200
H -6.812 -20.123 -23.930
C -22.025 -20.585 -21.976
C -21.626 -19.194 -22.291
C -20.295 -19.084 -23.113
N -19.836 -17.618 -23.244
C -19.566 -16.879 -21.872
C -20.793 -16.875 -24.092
C -19.880 -15.743 -24.675
C -18.497 -16.387 -24.878
C -18.453 -17.591 -24.042
H -22.064 -21.294 -22.803
H -22.948 -20.667 -21.402
H -21.304 -20.997 -21.270
H -21.482 -18.674 -21.344
H -22.446 -18.710 -22.822
H -20.296 -19.464 -24.134
H -19.491 -19.670 -22.667
H -20.534 -16.606 -21.451
H -19.015 -15.948 -22.006
H -19.069 -17.524 -21.148
H -21.697 -16.536 -23.586
H -21.060 -17.581 -24.878
H -19.855 -14.875 -24.016
H -20.266 -15.477 -25.659
H -17.809 -15.578 -24.634
H -18.458 -16.610 -25.945
H -17.649 -17.674 -23.311
H -18.405 -18.556 -24.546
N -13.255 -18.157 -30.090
S -13.280 -18.169 -28.387
O -14.494 -18.822 -27.950
O -12.842 -17.026 -27.556
F -12.145 -19.315 -28.036
S -13.110 -16.714 -30.284
O -11.797 -16.170 -29.994
O -14.273 -15.918 -29.909
F -13.196 -16.805 -31.950
N -13.925 -8.738 -21.222
S -13.584 -7.695 -20.203
O -12.924 -8.024 -18.949
O -14.337 -6.451 -20.361
F -12.293 -7.229 -21.115
S -15.514 -9.024 -20.695
O -16.611 -8.032 -21.000
O -15.676 -9.792 -19.454
F -15.790 -10.082 -21.945
N -6.839 -12.546 -16.588
S -7.140 -13.988 -16.231
O -6.776 -15.053 -17.127
O -8.264 -14.218 -15.276
F -5.843 -14.083 -15.210
S -7.674 -12.589 -18.077
O -9.039 -13.201 -18.119
O -6.799 -12.668 -19.207
F -8.028 -10.950 -17.983
N -6.125 -2.515 -25.549
S -5.913 -3.970 -25.787
O -6.490 -4.607 -26.960
O -5.600 -4.779 -24.619
F -4.442 -3.853 -26.497
S -7.808 -2.621 -25.158
O -8.398 -3.854 -24.693
O -8.659 -1.853 -26.023
F -7.771 -1.748 -23.763
N -13.932 -10.052 -27.815
S -15.350 -9.679 -28.180
O -16.363 -10.672 -28.446
O -15.461 -8.331 -28.787
F -15.759 -9.332 -26.714
S -13.409 -10.272 -29.404
O -12.642 -9.095 -29.890
O -14.245 -10.957 -30.397
F -12.250 -11.237 -29.056
N -1.364 -10.759 -25.494
S -2.876 -11.462 -25.905
O -2.919 -12.532 -26.931
O -3.964 -10.547 -25.844
F -3.242 -12.219 -24.575
S -1.302 -9.946 -26.695
O -2.114 -8.708 -26.731
O -0.916 -10.595 -27.929
F 0.100 -9.144 -26.391
```

Computed properties:
2S+1 = 1
LUMO = -4.653 eV
total charge = -1

Entry 5:
ORCA calculation (ωB97M-V/def2-TZVPD) on C7H10O as an isolated structure in a non-equilibrium geometry.

```
18
Properties=species:S:1:pos:R:3
C -1.279 -1.274 1.039
C -0.626 -0.776 -0.308
C -0.880 0.492 -1.035
C -0.600 1.629 -0.023
C 0.838 1.060 0.351
C 0.852 -0.389 -0.511
C 1.964 -1.096 -0.469
H -0.762 -2.496 1.322
H -1.198 -0.175 1.848
H -2.479 -1.013 0.516
H -0.267 0.534 -2.071
H -0.899 1.559 0.917
H -0.604 2.718 -0.369
H 1.818 1.641 0.101
H 0.741 0.925 1.422
H 3.121 -0.805 -0.454
H 1.992 -1.979 -1.059
O -1.731 -0.556 -1.218
```

Computed properties:
2S+1 = 1
LUMO = 0.885 eV
total charge = 0

Entry 6:
ORCA calculation (ωB97M-V/def2-TZVPD) on a single C5H13B2NO3 molecule.

```
24
Properties=species:S:1:pos:R:3
C 2.318 -1.315 0.675
N 1.388 -0.229 0.371
C 1.849 1.073 0.876
C 0.967 -0.240 -0.959
O 1.253 -1.153 -1.700
C 0.084 0.921 -1.402
B -0.958 1.456 -0.341
C -2.318 0.755 -0.016
B -2.270 -0.819 0.040
O -1.746 -1.505 -1.012
O -2.678 -1.541 1.155
H 2.560 -1.268 1.736
H 1.847 -2.270 0.459
H 3.240 -1.243 0.089
H 1.021 1.701 1.197
H 2.479 0.891 1.744
H 2.430 1.625 0.130
H -0.438 0.525 -2.276
H 0.736 1.731 -1.747
H -0.712 2.472 0.245
H -2.711 1.150 0.924
H -3.027 1.067 -0.799
H -1.751 -2.455 -0.854
H -3.563 -1.330 1.462
```

Computed properties:
2S+1 = 1
LUMO = 0.449 eV
total charge = 0
SMILES = CN(C)C(=O)CBCB(O)O

Entry 7:
ORCA calculation (ωB97M-V/def2-TZVPD) on a 7-piece molecular cluster, C21H44NO19S2 overall in a non-equilibrium geometry.

```
87
Properties=species:S:1:pos:R:3
S 0.274 -1.412 -0.385
N 0.782 0.295 -0.488
S 0.167 0.910 -2.079
C 2.267 0.539 -0.344
C 2.906 -0.404 0.681
C 2.530 -0.200 2.093
O 3.852 0.171 1.507
H 0.309 -1.661 -1.704
H 0.279 0.820 0.227
H 0.212 2.232 -1.844
H 2.399 1.537 0.067
H 2.732 0.423 -1.316
H 3.071 -1.418 0.370
H 2.140 0.748 2.436
H 2.689 -0.988 2.810
C -1.198 -0.058 -5.539
O -2.518 0.271 -5.959
C -2.828 1.553 -5.755
O -2.091 2.375 -5.261
O -4.070 1.754 -6.152
C -4.555 3.095 -5.976
H -1.057 -1.119 -5.722
H -0.454 0.507 -6.098
H -1.104 0.155 -4.475
H -3.967 3.793 -6.567
H -4.527 3.374 -4.925
H -5.581 3.085 -6.328
C -0.459 -6.667 4.044
O -0.506 -5.336 3.506
C -1.339 -5.183 2.488
O -2.029 -6.026 1.984
O -1.283 -3.899 2.096
C -2.140 -3.585 1.001
H 0.256 -6.630 4.859
H -1.437 -6.959 4.419
H -0.126 -7.372 3.286
H -3.186 -3.757 1.246
H -1.872 -4.167 0.118
H -1.994 -2.527 0.809
C 5.213 2.862 7.948
O 5.862 2.802 6.669
C 5.332 1.941 5.819
O 4.372 1.235 6.027
O 6.023 1.968 4.682
C 5.553 1.030 3.709
H 5.760 3.603 8.521
H 4.177 3.171 7.834
H 5.263 1.896 8.445
H 4.521 1.243 3.458
H 5.649 0.014 4.090
H 6.179 1.154 2.832
C 4.089 -4.557 10.074
O 4.195 -3.212 9.596
C 3.459 -2.950 8.519
O 2.745 -3.732 7.945
O 3.648 -1.676 8.183
C 2.906 -1.249 7.036
H 4.737 -4.615 10.943
H 3.064 -4.781 10.361
H 4.423 -5.261 9.315
H 1.837 -1.359 7.217
H 3.190 -1.839 6.164
H 3.170 -0.208 6.873
C -0.293 3.728 -11.611
O -0.683 4.533 -10.493
C -0.373 4.021 -9.308
O 0.186 2.970 -9.114
O -0.789 4.862 -8.362
C -0.501 4.418 -7.033
H -0.610 4.274 -12.494
H 0.787 3.594 -11.627
H -0.787 2.760 -11.576
H 0.574 4.324 -6.887
H -0.990 3.473 -6.828
H -0.893 5.178 -6.363
C -7.823 0.886 -0.132
O -7.697 0.758 -1.553
C -6.466 0.513 -1.982
O -5.482 0.399 -1.293
O -6.495 0.417 -3.311
C -5.222 0.148 -3.902
H -8.874 1.081 0.055
H -7.524 -0.035 0.363
H -7.221 1.716 0.232
H -4.831 -0.801 -3.537
H -4.525 0.951 -3.667
H -5.378 0.087 -4.971
```

Computed properties:
2S+1 = 1
LUMO = -4.753 eV
total charge = +1

Entry 8:
ORCA calculation (ωB97M-V/def2-TZVPD) on C13H26NO3OsP2 as an isolated structure in a non-equilibrium geometry.

```
46
Properties=species:S:1:pos:R:3
Os 0.064 0.350 0.364
P -2.063 0.833 0.889
C -2.622 -0.733 -0.026
C -2.112 -0.827 -1.332
N -0.790 -0.365 -1.464
C -0.112 -0.464 -2.636
C -0.731 -0.984 -3.757
C -2.044 -1.458 -3.670
C -2.720 -1.391 -2.462
C 1.298 0.021 -2.624
P 1.917 0.240 -0.892
H -3.760 -1.766 -2.302
H -0.178 -1.019 -4.675
H -2.539 -1.893 -4.530
H 1.957 -0.683 -3.142
H 1.380 0.992 -3.126
H -1.461 -1.592 0.795
H -3.588 -1.129 0.265
H 3.375 -4.228 3.624
O -0.656 -1.704 1.242
H -0.062 -2.439 1.052
H 0.663 -0.228 2.357
O 4.085 -3.599 3.752
H 4.473 -3.860 4.616
C 2.939 -1.250 -0.656
H 3.871 -1.142 -1.227
H 3.173 -1.359 0.410
H 2.390 -2.133 -1.008
C 3.105 1.601 -0.968
H 3.395 1.868 0.057
H 3.993 1.281 -1.532
H 2.640 2.468 -1.455
C -3.093 2.187 0.266
H -4.153 1.903 0.265
H -2.924 3.037 0.936
H -2.767 2.443 -0.747
C -2.685 0.456 2.578
H -2.357 1.274 3.233
H -3.785 0.392 2.562
H -2.259 -0.499 2.927
C 0.782 2.981 1.884
C 0.670 1.540 1.704
O 0.903 0.699 2.724
H 1.759 3.363 1.586
H 0.564 3.328 2.901
H 0.065 3.488 1.241
```

Computed properties:
2S+1 = 5
LUMO (spin up / spin down) = -10.169 / -13.247 eV
total charge = +3

So what do the calculations give for energy relative to the best compared isomer or geometry (same formula, charge and spin)? Going down the list: 0.0; 366.9; 0.1; 220.7; 239.4; 0.0; 0.0; 21.5 kcal per mole.
So what do the calculations give for energy? Going down the list: -776.3823; -1096.7675; -888.2906; -10067.2217; -347.5817; -528.5958; -3106.9234; -1563.6439 Eh.